[1]
C26H25F4N4O2Re | ωB97M-V/def2-TZVPD

## Properties
Spin multiplicity   2
Total charge   +1
Total energy   -1852.7957 Ha
Expectation value of S²   0.755
Energy relative to the best compared isomer or geometry (same formula, charge and spin)   0.824 eV
Orbital gap (spin up / spin down)   7.11 / 6.66 eV

XYZ file:
```
62
Properties=species:S:1:pos:R:3:forces:R:3
Re 0.312 0.101 -0.440 -0.391 -0.184 0.034
F -4.040 -2.021 0.227 -0.040 -0.016 0.024
F -0.032 0.071 1.772 0.030 -0.052 -0.012
F -5.021 -1.878 2.685 0.008 -0.004 -0.002
F -1.083 0.186 4.215 -0.003 0.002 -0.008
O -1.187 1.429 -0.499 0.015 0.098 -0.152
O 0.793 -1.838 -0.201 0.058 -0.044 0.038
N 2.495 -0.008 -0.696 0.146 0.060 0.010
N -1.401 -0.979 -0.328 0.122 0.406 -0.179
N -0.082 -0.075 -2.553 -0.010 -0.025 -0.192
N 1.224 2.112 -0.091 0.133 0.105 0.009
C 3.054 1.192 -1.318 -0.016 -0.049 0.024
C 0.805 -1.066 -3.219 -0.020 -0.027 0.067
C -3.361 3.553 1.442 -0.002 0.018 0.022
C 4.108 -2.912 0.878 -0.004 0.040 -0.011
C -1.097 4.234 1.819 0.034 -0.024 -0.023
C -2.960 2.562 0.572 0.000 0.008 0.012
C 2.648 2.321 -0.417 -0.061 0.020 -0.001
C -3.089 -0.857 3.535 -0.020 0.014 0.034
C 1.474 -3.844 0.811 0.016 -0.006 0.014
C -3.276 -1.493 1.200 0.074 -0.042 0.014
C -3.789 -1.411 2.478 -0.047 -0.014 0.001
C -2.435 4.392 2.078 -0.038 -0.010 -0.016
C 0.700 3.092 0.567 0.048 -0.079 0.025
C -1.991 -1.018 0.886 0.050 -0.069 -0.006
C -1.826 -0.378 3.260 0.030 0.006 0.013
C 3.813 -4.149 1.386 -0.022 -0.024 0.003
C -1.311 -0.473 1.991 -0.071 -0.001 -0.075
C 3.083 -2.104 0.350 0.023 -0.042 -0.007
C -1.594 2.373 0.334 0.036 -0.105 0.051
C -1.812 -1.574 -1.578 0.148 -0.304 0.098
C -0.666 3.215 0.952 -0.039 0.056 0.025
C 3.368 -0.861 -0.272 -0.032 0.046 -0.045
C -0.013 1.189 -3.329 -0.042 0.014 0.114
C -1.515 -0.555 -2.657 0.024 0.141 0.106
C 2.487 -4.609 1.342 0.009 -0.012 0.009
C 1.763 -2.563 0.320 -0.027 0.034 0.022
H 0.453 -4.199 0.772 0.003 0.003 0.005
H -1.674 -0.939 -3.667 -0.005 -0.054 0.012
H -2.139 0.323 -2.503 -0.023 -0.030 -0.020
H -3.515 -0.798 4.525 0.006 -0.009 -0.002
H 2.633 1.317 -2.313 -0.019 -0.002 -0.017
H 4.590 -4.771 1.806 -0.003 -0.002 -0.003
H 0.522 -1.155 -4.269 0.001 0.001 0.001
H 2.794 3.294 -0.888 -0.003 -0.002 -0.010
H 1.839 -0.735 -3.151 0.005 0.021 0.001
H -1.215 -2.481 -1.754 -0.076 -0.029 0.013
H 4.419 -0.622 -0.430 0.008 -0.014 0.002
H 2.256 -5.592 1.732 0.000 0.002 0.000
H -2.854 -1.879 -1.604 -0.057 0.153 -0.041
H -0.383 1.007 -4.341 -0.012 0.018 -0.005
H 1.014 1.536 -3.392 0.027 0.008 -0.005
H -0.363 4.885 2.279 -0.006 0.001 -0.005
H -4.418 3.685 1.638 0.003 -0.002 0.003
H 4.137 1.121 -1.418 0.007 0.010 0.010
H -2.776 5.163 2.754 -0.003 -0.006 -0.001
H 0.715 -2.031 -2.729 -0.002 0.001 0.021
H 3.236 2.282 0.503 0.001 0.007 0.006
H -3.673 1.911 0.083 0.002 0.012 -0.004
H -0.627 1.942 -2.840 0.037 -0.024 -0.015
H 1.356 3.922 0.831 -0.006 0.005 0.005
H 5.127 -2.541 0.876 -0.005 0.000 0.004
```
Forces are in eV/Å.

[2]
C2H3NO4S2 | ωB97M-V/def2-TZVPD

## Properties
Total energy   -1229.8909 Ha
Energy relative to the best compared isomer or geometry (same formula, charge and spin)   0.000 eV
Orbital gap (spin up / spin down)   7.01 / 7.12 eV

XYZ file:
```
12
Properties=species:S:1:pos:R:3:forces:R:3
S 4.746 -0.187 -1.774 -1.029 1.229 1.191
S 3.433 1.900 -0.325 1.411 -1.497 -0.838
O 2.201 -0.737 0.489 0.285 -1.254 0.185
O 1.946 1.356 -0.316 -2.065 -0.174 -0.342
O 4.875 -0.472 0.770 0.469 -1.364 -0.033
O 4.954 -2.324 -0.409 0.043 0.210 0.502
N 4.871 -1.131 -0.240 0.022 1.092 -0.426
C -0.025 0.104 0.374 -0.169 3.748 -1.634
C 1.429 0.104 0.241 1.818 2.410 0.216
H -0.193 -0.867 0.501 -1.576 -3.891 0.993
H -0.445 0.419 -0.582 0.066 -0.185 -0.249
H -0.529 0.800 1.051 0.725 -0.325 0.435
```
Forces are in eV/Å.

[3]
C19H14NO4PdTe | ωB97M-V/def2-TZVPD

## Properties
Spin multiplicity   5
Total charge   +3
Total energy   -1482.8697 Ha
Expectation value of S²   6.038
Energy relative to the best compared isomer or geometry (same formula, charge and spin)   0.195 eV
Orbital gap (spin up / spin down)   8.16 / 4.95 eV

XYZ file:
```
40
Properties=species:S:1:pos:R:3:forces:R:3
Te -0.298 0.501 -2.137 -0.081 -0.072 -0.198
Pd 0.817 -0.294 0.215 0.093 0.085 0.283
O 4.990 -1.068 -0.155 0.084 -0.004 0.026
O -0.235 1.249 1.578 0.031 0.076 0.033
O 0.222 2.836 3.094 -0.013 0.026 0.041
O 2.810 -1.291 -0.379 0.010 0.081 -0.039
N 2.362 0.757 1.270 -0.049 -0.096 0.004
C -5.102 1.290 -1.614 -0.021 -0.051 -0.155
C 2.038 1.697 2.151 0.013 0.001 -0.009
C 3.634 0.402 1.111 0.051 0.040 0.049
C 2.995 2.355 2.908 -0.021 0.008 -0.007
C -2.382 0.863 -1.820 0.048 0.037 0.203
C 0.559 1.912 2.247 -0.015 -0.073 -0.044
C 0.521 -2.433 -2.133 0.053 -0.141 -0.038
C -2.887 1.361 -0.606 0.202 -0.040 -0.138
C -0.021 -4.036 -0.408 -0.017 0.006 0.011
C -4.585 0.811 -2.837 -0.118 0.026 0.079
C -3.243 0.601 -2.944 -0.030 -0.015 -0.051
C 4.662 1.001 1.822 -0.010 0.000 -0.011
C 0.652 -3.695 -1.583 0.029 0.026 -0.076
C -0.325 -1.515 -1.502 -0.166 0.170 0.132
C -4.236 1.568 -0.496 -0.056 0.021 0.015
C 4.327 2.000 2.729 0.027 0.007 0.007
C 3.776 -0.728 0.126 -0.071 -0.048 -0.069
C -1.040 -1.853 -0.326 -0.015 -0.148 -0.090
C -0.864 -3.128 0.216 -0.012 0.047 -0.018
H -2.822 0.236 -3.873 0.004 -0.001 -0.003
H -5.252 0.620 -3.667 0.007 -0.002 -0.003
H 0.098 -5.028 0.007 -0.001 0.000 0.005
H -6.169 1.455 -1.507 0.005 0.018 0.008
H 2.707 3.116 3.620 -0.004 -0.004 0.000
H -4.673 1.943 0.420 -0.005 0.002 0.002
H 1.060 -2.176 -3.035 0.005 0.012 0.006
H 5.102 2.491 3.303 -0.002 0.002 0.002
H -0.742 2.938 3.185 0.016 -0.018 -0.006
H -1.797 -1.196 0.088 0.050 0.043 0.039
H -2.221 1.578 0.219 -0.014 -0.026 0.012
H -1.413 -3.411 1.104 -0.008 0.005 -0.003
H 1.287 -4.423 -2.071 0.000 0.001 0.003
H 5.690 0.694 1.682 -0.001 -0.001 -0.003
```
Forces are in eV/Å.

[4]
C2H8N2 | ωB97M-V/def2-TZVPD

## Properties
Total energy   -190.4853 Ha
Structure (SMILES)   CNCN
Energy relative to the best compared isomer or geometry (same formula, charge and spin)   0.368 eV
Orbital gap   9.98 eV

XYZ file:
```
12
Properties=species:S:1:pos:R:3:forces:R:3
N -1.466 -0.417 0.793 0.145 -0.279 -0.677
N 0.347 0.050 -0.819 -0.168 -0.525 -0.280
C -0.909 0.486 -0.225 0.017 0.403 0.441
C 1.447 -0.154 0.098 0.077 0.569 0.402
H 1.814 0.774 0.571 -0.103 -0.030 0.000
H 0.625 0.694 -1.546 -0.100 -0.027 -0.041
H 2.295 -0.600 -0.415 -0.038 -0.177 -0.056
H 1.140 -0.810 0.913 0.184 -0.127 -0.107
H -1.646 0.567 -1.013 -0.102 0.066 -0.322
H -0.732 -1.032 1.125 0.015 0.161 0.275
H -0.818 1.499 0.201 0.086 -0.146 0.242
H -2.095 -1.058 0.316 -0.012 0.112 0.124
```
Forces are in eV/Å.

Taking the records one at a time from the top gives maximum force values of 0.460, 4.314, 0.310, 0.746 eV/Å.